No. 1
DFT (ωB97M-V/def2-TZVPD) results for one molecule with the formula C20H24N2O2S.

The gap between HOMO and LUMO is 8.41 eV. Its charge is 0. For the energy relative to the best compared isomer or geometry (same formula, charge and spin), the calculation gives 48.1 kcal/mol. For the HOMO energy, the calculation gives -7.85 eV. For the calculated total energy, the calculation gives -39039.832 eV. As for the multiplicity: 1. The structure (SMILES) is COCCSc1ccccc1C(=O)N1CCN(c2ccccc2)CC1. For the LUMO energy, the calculation gives 0.57 eV.

XYZ file:
```
49
C20H24N2O2S, DFT ωB97M-V/def2-TZVPD
C -2.2131 0.8619 -4.6036
O -2.8754 0.6523 -3.3790
C -2.0506 0.7219 -2.2447
C -1.6156 2.1491 -1.9035
S -0.8060 2.2350 -0.2755
C -2.1034 1.9308 0.8944
C -3.4551 2.0051 0.5906
C -4.3987 1.7721 1.5762
C -4.0080 1.4760 2.8701
C -2.6596 1.4121 3.1793
C -1.7037 1.6259 2.1990
C -0.2461 1.6319 2.5631
O 0.2911 2.6291 3.0048
N 0.4043 0.4573 2.4081
C -0.1407 -0.7445 1.8312
C 0.5554 -1.0676 0.5013
N 1.9800 -1.1576 0.7286
C 2.7732 -1.9140 -0.1304
C 4.0774 -2.2446 0.2527
C 4.8739 -3.0362 -0.5482
C 4.3937 -3.5322 -1.7496
C 3.1034 -3.2206 -2.1363
C 2.3017 -2.4195 -1.3436
C 2.5046 0.0851 1.2630
C 1.8354 0.3867 2.6033
H -1.8792 1.8985 -4.7183
H -2.9374 0.6327 -5.3827
H -1.3481 0.1957 -4.7030
H -2.6519 0.3124 -1.4276
H -1.1582 0.0907 -2.3739
H -2.4606 2.8363 -1.9317
H -0.8517 2.5051 -2.5948
H -3.7890 2.2478 -0.4053
H -5.4472 1.8313 1.3253
H -4.7479 1.3014 3.6358
H -2.3368 1.1938 4.1863
H -1.2142 -0.6327 1.6754
H 0.0337 -1.5720 2.5299
H 0.1831 -2.0281 0.1428
H 0.3074 -0.2817 -0.2297
H 4.4628 -1.8924 1.1977
H 5.8769 -3.2774 -0.2270
H 5.0175 -4.1542 -2.3733
H 2.7143 -3.5955 -3.0722
H 1.3076 -2.1781 -1.6872
H 3.5829 0.0133 1.3910
H 2.2895 0.9174 0.5725
H 2.1677 1.3484 2.9966
H 2.0607 -0.4081 3.3222
```


No. 2
DFT (ωB97M-V/def2-TZVPD) results for C20H24N2O2Se2W as an isolated structure.

The gap between HOMO and LUMO (spin up / spin down) is 6.39 / 6.24 eV. Its charge is +2. For the HOMO energy (spin up / spin down), the calculation gives -13.54 / -13.52 eV. For the calculated total energy, the calculation gives -160709.017 eV. As for the multiplicity: 1. For the LUMO energy (spin up / spin down), the calculation gives -7.15 / -7.29 eV.

XYZ file:
```
51
C20H24N2O2Se2W, DFT ωB97M-V/def2-TZVPD
W 0.2745 -0.1476 -0.1702
O -0.6770 1.4707 0.1415
C -0.8822 2.3608 1.1258
C -1.2741 3.6569 0.8245
C -1.5025 4.5307 1.8715
C -1.3565 4.1349 3.2074
C -0.9638 2.8542 3.4995
C -0.7128 1.9383 2.4553
C -0.2573 0.6285 2.7555
N 0.0602 -0.3221 1.9080
C 0.5705 -1.5748 2.5176
C 0.4293 -2.6650 1.4907
N 0.9682 -2.1288 0.2376
C 1.8216 -2.8353 -0.4297
C 2.4632 -2.4356 -1.6523
C 3.2572 -3.3561 -2.3547
C 3.8737 -2.9862 -3.5296
C 3.7207 -1.6883 -4.0173
C 2.9616 -0.7485 -3.3386
C 2.3397 -1.1364 -2.1669
O 1.6045 -0.2199 -1.4720
H -1.3767 3.9622 -0.2076
H -1.7984 5.5479 1.6497
H -1.5461 4.8404 4.0035
H -0.8386 2.5346 4.5267
H -0.1431 0.3871 3.8111
H 0.0096 -1.8058 3.4222
H 1.6203 -1.4329 2.7824
H -0.6254 -2.9013 1.3324
H 0.9511 -3.5731 1.7920
H 2.0724 -3.8204 -0.0400
H 3.3794 -4.3592 -1.9649
H 4.4798 -3.7001 -4.0690
H 4.2068 -1.4020 -4.9406
H 2.8503 0.2645 -3.6986
C -2.6892 3.6291 -3.7000
Se -2.1365 1.7770 -3.5173
C -3.1169 1.4283 -1.8667
C -3.1395 -0.0490 -1.5464
Se -1.4077 -0.9343 -1.8615
C -1.9734 -2.7190 -1.3383
H -2.3720 4.2100 -2.8384
H -3.7673 3.6720 -3.8252
H -2.2058 4.0116 -4.5949
H -4.1459 1.7588 -2.0098
H -2.6770 1.9982 -1.0534
H -3.7875 -0.6042 -2.2238
H -3.4194 -0.2607 -0.5159
H -2.7515 -3.0253 -2.0338
H -2.3501 -2.7153 -0.3194
H -1.1148 -3.3764 -1.4431
```


No. 3
DFT (ωB97M-V/def2-TZVPD) results for C20H24N2O3 as an isolated structure at a distorted geometry.

The gap between HOMO and LUMO is 8.55 eV. Its charge is 0. For the energy relative to the best compared isomer or geometry (same formula, charge and spin), the calculation gives 371.6 kcal/mol. For the HOMO energy, the calculation gives -8.52 eV. For the calculated total energy, the calculation gives -30238.264 eV. As for the multiplicity: 1. For the LUMO energy, the calculation gives 0.03 eV.

XYZ file:
```
49
C20H24N2O3, DFT ωB97M-V/def2-TZVPD
C -4.8710 -2.8413 -3.7192
C -3.6890 -3.8197 -4.2702
O -2.9390 -3.3561 -5.2847
C -1.9421 -2.2588 -4.9802
C -1.0962 -1.6746 -6.1533
C -0.3003 -0.6590 -5.8453
C -0.0589 -0.0702 -4.5528
C -0.5662 -0.8497 -3.4912
C -1.5439 -1.8214 -3.6102
H -2.0972 -2.1201 -2.8097
C -0.4636 -0.4703 -1.9508
O -0.4402 -1.1762 -1.0336
N 0.1445 1.0594 -2.1248
C 0.2557 1.6513 -0.8396
C 0.2987 1.1780 0.4040
C 0.4791 2.1190 1.5818
C 1.0458 3.4400 1.2167
C 1.1366 3.8794 0.0469
C 0.7998 2.8500 -1.1147
H 0.8222 3.4190 -1.9939
H 1.6410 4.7593 -0.1173
H 1.1743 3.9560 2.3288
C 0.2612 1.3893 2.9529
O -0.7689 0.8648 3.3081
N 1.4855 1.5084 3.7885
H 2.1406 2.1666 3.3452
C 1.4316 1.4079 5.0153
H 0.2993 0.7861 5.3685
H 1.5962 2.1832 5.8600
C 2.2640 0.1305 5.2583
C 2.1606 -0.6123 6.7297
H 1.2666 -0.8472 6.8586
H 2.7750 -1.3818 6.8355
H 2.4878 0.3586 7.4015
C 3.8056 0.5561 5.0457
H 3.7975 0.6587 4.0812
H 4.5737 -0.4472 5.1729
H 3.8211 1.4142 5.7768
H 2.0229 -0.7175 4.6032
H -0.3044 0.2165 0.7747
H -0.0894 1.6030 -2.9446
H 0.6142 0.5483 -4.3029
H 0.2421 -0.3170 -6.6580
H -1.4860 -1.9775 -7.0137
H -3.9648 -4.7518 -4.4518
H -3.0217 -4.0432 -3.4495
H -4.4271 -1.8535 -3.3872
H -5.4058 -3.2738 -3.1107
H -5.3675 -2.7633 -4.5449
```


No. 4
DFT (ωB97M-V/def2-TZVPD) results for one molecule with the formula C20H24N2O4 at a distorted geometry.

The gap between HOMO and LUMO is 9.44 eV. Its charge is 0. For the energy relative to the best compared isomer or geometry (same formula, charge and spin), the calculation gives 77.3 kcal/mol. For the HOMO energy, the calculation gives -8.89 eV. For the calculated total energy, the calculation gives -32298.419 eV. As for the multiplicity: 1. The structure (SMILES) is CC(C)OC(=O)N(CCc1ccccc1)Cc1ccc(C(=O)NO)cc1. For the LUMO energy, the calculation gives 0.55 eV.

XYZ file:
```
50
C20H24N2O4, DFT ωB97M-V/def2-TZVPD
C 1.8217 -4.4142 -0.2882
C 1.7533 -3.3693 -1.4090
C 3.1803 -3.1204 -1.9339
O 1.3405 -2.0982 -0.9198
C 0.0742 -1.7062 -1.0947
O -0.8264 -2.4046 -1.5144
N -0.2508 -0.3644 -0.8921
C 0.7807 0.5688 -0.4614
C 1.5994 0.9438 -1.6630
C 2.5846 2.0264 -1.2602
C 2.2140 3.4270 -1.3532
C 3.1349 4.4144 -0.9830
C 4.4133 4.0914 -0.5324
C 4.8029 2.7643 -0.4930
C 3.8687 1.7495 -0.7666
C -1.5770 0.1812 -1.1962
C -2.3938 0.2386 0.0761
C -2.3875 1.3990 0.8545
C -3.1067 1.4192 2.0452
C -3.9234 0.3451 2.4163
C -4.7842 0.3741 3.5670
O -4.5367 1.1910 4.4277
N -5.9461 -0.3604 3.6409
O -6.8553 -0.3385 4.7403
C -3.9438 -0.8207 1.6134
C -3.1491 -0.8504 0.4743
H 2.3931 -4.0310 0.5352
H 0.8334 -4.6839 0.0936
H 2.2083 -5.3490 -0.7138
H 1.0947 -3.7449 -2.2392
H 3.5532 -3.9869 -2.4210
H 3.1756 -2.2668 -2.6582
H 3.8466 -2.8938 -1.0936
H 1.4657 0.1315 0.2750
H 0.3240 1.4290 -0.0040
H 2.1106 0.0499 -2.0221
H 0.8822 1.3336 -2.4097
H 1.2279 3.6568 -1.7403
H 2.9124 5.4556 -1.0016
H 5.1218 4.8520 -0.2301
H 5.8144 2.5558 -0.1986
H 4.2591 0.7268 -0.6095
H -1.4258 1.1583 -1.6836
H -2.0770 -0.4691 -1.9203
H -1.8496 2.2648 0.5403
H -3.0524 2.3346 2.6530
H -6.2033 -0.8729 2.8049
H -6.7153 0.4679 5.2789
H -4.6024 -1.6495 1.8212
H -3.1846 -1.7553 -0.1512
```


calculated total energy of number 4 (C20H24N2O4)?
-32298.419 eV


What did the third record say?
DFT (ωB97M-V/def2-TZVPD) results for C20H24N2O3 as an isolated structure at a distorted geometry.

The gap between HOMO and LUMO is 8.55 eV. Its charge is 0. For the energy relative to the best compared isomer or geometry (same formula, charge and spin), the calculation gives 371.6 kcal/mol. For the HOMO energy, the calculation gives -8.52 eV. For the calculated total energy, the calculation gives -30238.264 eV. As for the multiplicity: 1. For the LUMO energy, the calculation gives 0.03 eV.

XYZ file:
```
49
C20H24N2O3, DFT ωB97M-V/def2-TZVPD
C -4.8710 -2.8413 -3.7192
C -3.6890 -3.8197 -4.2702
O -2.9390 -3.3561 -5.2847
C -1.9421 -2.2588 -4.9802
C -1.0962 -1.6746 -6.1533
C -0.3003 -0.6590 -5.8453
C -0.0589 -0.0702 -4.5528
C -0.5662 -0.8497 -3.4912
C -1.5439 -1.8214 -3.6102
H -2.0972 -2.1201 -2.8097
C -0.4636 -0.4703 -1.9508
O -0.4402 -1.1762 -1.0336
N 0.1445 1.0594 -2.1248
C 0.2557 1.6513 -0.8396
C 0.2987 1.1780 0.4040
C 0.4791 2.1190 1.5818
C 1.0458 3.4400 1.2167
C 1.1366 3.8794 0.0469
C 0.7998 2.8500 -1.1147
H 0.8222 3.4190 -1.9939
H 1.6410 4.7593 -0.1173
H 1.1743 3.9560 2.3288
C 0.2612 1.3893 2.9529
O -0.7689 0.8648 3.3081
N 1.4855 1.5084 3.7885
H 2.1406 2.1666 3.3452
C 1.4316 1.4079 5.0153
H 0.2993 0.7861 5.3685
H 1.5962 2.1832 5.8600
C 2.2640 0.1305 5.2583
C 2.1606 -0.6123 6.7297
H 1.2666 -0.8472 6.8586
H 2.7750 -1.3818 6.8355
H 2.4878 0.3586 7.4015
C 3.8056 0.5561 5.0457
H 3.7975 0.6587 4.0812
H 4.5737 -0.4472 5.1729
H 3.8211 1.4142 5.7768
H 2.0229 -0.7175 4.6032
H -0.3044 0.2165 0.7747
H -0.0894 1.6030 -2.9446
H 0.6142 0.5483 -4.3029
H 0.2421 -0.3170 -6.6580
H -1.4860 -1.9775 -7.0137
H -3.9648 -4.7518 -4.4518
H -3.0217 -4.0432 -3.4495
H -4.4271 -1.8535 -3.3872
H -5.4058 -3.2738 -3.1107
H -5.3675 -2.7633 -4.5449
```


What is the calculated total energy in the third record?
-30238.264 eV